[1]
DFT (ωB97M-V/def2-TZVPD) results for a structure of composition C40H24BiBrF10N8O2S2.

```
88
C40H24BiBrF10N8O2S2 (ωB97M-V/def2-TZVPD)
Bi -0.83430 -0.40549 0.05476
C -0.20665 -2.93721 2.08277
N 0.51011 -2.49939 0.89208
C 1.82455 -1.96494 1.26356
C 2.67800 -1.37480 0.13273
N 2.26824 -0.04560 -0.22790
C 2.95586 0.60029 -1.12879
C 4.07402 0.17380 -1.93781
F 4.63313 -1.06404 -1.76997
C 4.66995 0.96162 -2.89779
F 5.71784 0.47045 -3.60793
C 4.23118 2.25641 -3.15349
F 4.80367 3.02234 -4.12615
C 3.19503 2.74978 -2.36396
F 2.76141 4.02678 -2.53601
C 2.62760 1.96957 -1.39156
F 1.70855 2.55413 -0.58226
C 0.65794 -3.63283 -0.02184
C -0.52970 -3.91398 -0.94636
N -0.87303 -2.85405 -1.85549
C -0.32522 -2.79641 -3.03855
C -0.98207 -2.02853 -4.05702
F -2.25429 -1.58748 -3.80356
C -0.49083 -1.80969 -5.32082
F -1.20223 -1.04734 -6.19115
C 0.70347 -2.39053 -5.73148
F 1.18382 -2.20501 -6.98954
C 1.34263 -3.23941 -4.83262
F 2.45072 -3.90250 -5.23712
C 0.86076 -3.43677 -3.55962
F 1.57157 -4.32460 -2.80133
H 0.35448 -3.71597 2.62208
H -1.16822 -3.34923 1.78366
H -0.38153 -2.10885 2.76522
H 2.40759 -2.77229 1.74023
H 1.66855 -1.17926 2.00328
H 2.67947 -2.04023 -0.74145
H 3.71275 -1.36477 0.51371
H 0.84427 -4.54685 0.56393
H 1.52647 -3.46310 -0.65205
H -1.42918 -4.11336 -0.35635
H -0.29002 -4.84535 -1.48225
S -2.81807 0.95396 1.04342
C -3.59384 -0.27046 1.99763
C -4.23471 0.07190 3.18053
C -4.81831 -0.90118 3.98494
C -5.44252 -0.55154 5.19531
N -5.95762 -0.26132 6.18244
C -4.77409 -2.25205 3.57556
C -4.16101 -2.58374 2.37075
C -3.56712 -1.61446 1.57940
S -2.79476 -2.06696 0.07401
C -5.34651 -3.25261 4.37795
N -5.82429 -4.07647 5.02377
H -4.26399 1.10868 3.47583
H -4.13164 -3.61202 2.04406
N -1.53479 0.59185 -2.23942
C -1.25817 1.94577 -2.53256
C -1.18944 2.41252 -3.82321
C -0.91775 3.75972 -4.09335
C -0.71953 4.64731 -3.07213
C -0.74872 4.20446 -1.73507
C -0.50503 5.05115 -0.63277
C -0.44536 4.51569 0.62454
C -0.62658 3.13138 0.77671
N -0.89725 2.33610 -0.21687
C -0.98077 2.83029 -1.45963
H -1.19070 -0.02920 -2.96098
H -2.51675 0.40283 -2.07176
H -1.35419 1.72367 -4.63850
H -0.87518 4.08963 -5.12042
H -0.51914 5.68959 -3.27106
H -0.35110 6.11125 -0.79841
H -0.23475 5.12309 1.49293
H -0.54090 2.66186 1.74358
Br 2.25399 2.78435 7.60611
C 2.07071 2.38464 5.75075
C 2.96989 2.92894 4.84932
N 2.89558 2.69722 3.55327
C 1.93430 1.90954 3.10195
C 0.99504 1.30780 3.94082
C 1.05953 1.55449 5.30482
C -0.02601 0.33065 3.35970
O -0.61971 -0.43554 4.10103
O -0.08263 0.42885 2.09749
H 3.77877 3.56775 5.17875
H 1.90719 1.73085 2.03462
H 0.34158 1.09444 5.96838
```

maximum force = 0.0241 hartree/bohr
HOMO level = -2.08 eV
energy relative to the best compared isomer or geometry (same formula, charge and spin) = 209.4 kJ/mol
total charge = -2
orbital gap = 0.2047 Eh

=====

[2]
DFT (ωB97M-V/def2-TZVPD) results for a structure of composition C40H26Cl4NO5PS2V.

```
80
C40H26Cl4NO5PS2V (ωB97M-V/def2-TZVPD)
V 0.31218 -0.10045 -1.16211
C -0.05648 2.72188 4.65070
C -0.26440 1.38583 4.95830
C -0.08500 0.40770 3.98792
C 0.29920 0.75511 2.69564
C 0.52479 2.09993 2.39857
C 0.34368 3.07397 3.36787
P 0.60520 -0.46933 1.35735
C -0.07558 -2.01548 2.03714
C -1.42982 -2.07276 2.35917
C -2.00590 -3.27202 2.74733
C -1.23717 -4.42748 2.80035
C 0.10703 -4.37719 2.46233
C 0.69095 -3.17604 2.08380
C 2.40898 -0.61972 1.46643
C 3.05475 -0.81575 2.66055
C 4.45756 -0.90445 2.69673
C 5.17365 -0.79039 1.53543
C 4.53326 -0.58978 0.29302
C 5.26553 -0.50962 -0.91631
C 4.60116 -0.35462 -2.09568
C 3.18995 -0.26255 -2.12860
C 2.42180 -0.32333 -0.99231
C 3.11766 -0.49690 0.24429
H -0.20293 3.48483 5.40645
H -0.56952 1.09747 5.95757
H -0.25163 -0.62982 4.24373
H 0.82085 2.37898 1.39531
H 0.51112 4.11345 3.11223
H -2.04133 -1.18184 2.29713
H -3.06286 -3.30344 2.98541
H -1.69246 -5.36999 3.08183
H 0.70611 -5.27880 2.45413
H 1.72600 -3.15922 1.76731
H 2.48539 -0.90262 3.57976
H 4.96384 -1.06564 3.64138
H 6.25656 -0.86623 1.55166
H 6.34698 -0.59365 -0.88480
H 5.15435 -0.31448 -3.02789
H 2.70730 -0.16530 -3.09375
Cl 0.76512 6.50620 -2.71318
C 0.68013 4.77562 -2.81137
C 0.61345 4.14676 -4.04342
Cl 0.61648 5.08145 -5.50466
C 0.53941 2.74877 -4.11297
Cl 0.44936 1.92401 -5.62991
C 0.53452 1.98682 -2.95401
O 0.47510 0.67864 -2.91853
C 0.60064 2.62707 -1.68847
O 0.58199 1.83022 -0.64859
C 0.67636 4.01217 -1.63619
Cl 0.74793 4.76874 -0.07633
O 2.48808 -3.39674 -2.75637
S 1.94038 -3.66465 -1.44482
O 2.81560 -3.34791 -0.33168
O 1.24822 -4.93247 -1.31051
S 0.22725 -2.31219 -1.30797
C -3.80509 -0.09802 -4.97779
C -2.60974 -0.78561 -4.81520
C -1.93451 -0.77980 -3.60564
C -2.43438 -0.07049 -2.50470
C -3.64298 0.62685 -2.68475
C -4.31283 0.61018 -3.89615
N -1.73458 0.00367 -1.29366
C -2.55141 0.18075 -0.16507
C -3.65652 -0.65133 0.07349
C -4.46513 -0.46033 1.17979
C -4.18693 0.55158 2.09587
C -3.09320 1.37724 1.87305
C -2.29544 1.20590 0.74911
H -4.32420 -0.10466 -5.92875
H -2.18619 -1.34043 -5.64453
H -1.00898 -1.32609 -3.50618
H -4.04556 1.20345 -1.86112
H -5.23563 1.17140 -3.99790
H -3.86275 -1.45044 -0.62825
H -5.30813 -1.12288 1.34394
H -4.81035 0.68737 2.97164
H -2.84917 2.16526 2.57732
H -1.45703 1.86359 0.55903
```

maximum force = 0.0110 hartree/bohr
HOMO level (alpha / beta) = -2.36 / -2.45 eV
energy relative to the best compared isomer or geometry (same formula, charge and spin) = 0.0 kJ/mol
multiplicity = 2
total charge = -2
orbital gap (alpha / beta) = 0.2358 / 0.2392 Eh

=====

[3]
DFT (ωB97M-V/def2-TZVPD) results for a structure of composition C40H26F5I2MoN5O2SSb.

```
83
C40H26F5I2MoN5O2SSb (ωB97M-V/def2-TZVPD)
Mo 0.12836 0.04931 0.22292
I 0.92900 1.26749 -7.36554
C 1.02115 1.09029 -5.29253
C 1.56047 2.11979 -4.53326
C 1.62044 1.99215 -3.15479
I 2.38613 3.53616 -1.99104
C 1.14749 0.83899 -2.52302
O 1.23659 0.72922 -1.19280
C 0.58135 -0.18328 -3.29273
C 0.09406 -1.46058 -2.65118
N -0.74782 -1.24510 -1.44617
C -2.07598 -0.66420 -1.75027
C -1.99665 0.83349 -1.80419
C -2.57438 1.57733 -2.81432
C -2.47219 2.95842 -2.77540
C -1.79715 3.55364 -1.72446
C -1.23499 2.74907 -0.75430
N -1.33285 1.41422 -0.78764
C 0.53511 -0.05035 -4.67335
H 1.93094 3.01789 -5.00951
H 0.92839 -2.09877 -2.35438
H -0.49245 -2.01581 -3.38646
H -0.90385 -2.16339 -1.03015
H -2.74531 -0.94485 -0.93521
H -2.48858 -1.06543 -2.67702
H -3.08403 1.07544 -3.62574
H -2.90616 3.56166 -3.56259
H -1.68551 4.62706 -1.65741
H -0.67146 3.16974 0.06541
H 0.10746 -0.84751 -5.27106
O -1.11632 -0.76104 1.49114
N -1.31140 -1.39349 2.61363
C -1.48773 -2.66098 2.51260
C -1.79212 -3.39348 3.70596
N -2.03494 -3.98091 4.66129
C -1.45191 -3.33667 1.24313
N -1.41415 -3.81983 0.20293
S 1.80667 -1.69774 0.65258
Sb 2.53908 -1.79772 2.84490
C 1.77190 -3.54345 3.70807
C 1.63164 -3.65113 5.08864
C 1.20358 -4.85169 5.63941
C 0.92299 -5.93307 4.81699
C 1.06307 -5.82303 3.43829
C 1.48644 -4.62696 2.87856
C 4.61242 -2.01210 2.73816
C 5.25242 -2.92384 3.57251
C 6.63336 -3.04625 3.50874
C 7.35968 -2.26237 2.62154
C 6.71380 -1.35552 1.78957
C 5.33339 -1.22746 1.84175
C 2.13649 -0.22855 4.16987
C 3.18654 0.58871 4.57635
C 2.96182 1.55625 5.54624
C 1.69583 1.70246 6.09900
C 0.64883 0.88402 5.68728
C 0.86662 -0.09141 4.72518
H 1.85354 -2.81166 5.73878
H 1.08320 -4.93798 6.71140
H 0.57912 -6.86310 5.25048
H 0.84140 -6.66835 2.79904
H 1.59601 -4.54068 1.80298
H 4.68734 -3.54202 4.26204
H 7.14030 -3.75644 4.14938
H 8.43663 -2.36217 2.57470
H 7.28358 -0.74998 1.09683
H 4.82655 -0.53089 1.18311
H 4.17786 0.47443 4.14937
H 3.77506 2.19694 5.86538
H 1.52290 2.45842 6.85503
H -0.33689 1.00207 6.11854
H 0.04652 -0.72694 4.40819
F 3.08979 1.32645 0.99182
C 2.12618 1.97432 1.67330
C 0.80401 1.56038 1.59269
C -0.08411 2.24308 2.41239
F -1.39272 1.92244 2.38732
C 0.29408 3.25044 3.27537
F -0.58899 3.84005 4.08188
C 1.62220 3.62892 3.31634
F 2.01928 4.56785 4.16843
C 2.54342 2.99684 2.50108
F 3.83119 3.32928 2.58086
```

maximum force = 0.0149 hartree/bohr
HOMO level (alpha / beta) = -10.54 / -10.70 eV
energy relative to the best compared isomer or geometry (same formula, charge and spin) = 0.0 kJ/mol
multiplicity = 3
total charge = +1
orbital gap (alpha / beta) = 0.2380 / 0.2542 Eh